No. 1
63
Properties=species:S:1:pos:R:3 method="wB97M-V/def2-TZVPD" total_charge=0 e_homo_ev="-7.9897 / -8.4164" gap_ev="8.11 / 6.35" spin_multiplicity=5 lumo_ev="0.124 / -2.070"
C 0.36152 3.71895 -2.50965
H 0.33143 -1.47695 1.50249
C -1.37181 -1.72155 -2.63587
N -0.50183 0.15934 -0.06049
N -1.32417 -1.98081 0.34592
H -3.21327 0.27501 -2.77862
C 1.84435 -2.27947 -2.51332
C -1.03186 3.88160 -0.61843
O -2.11889 2.32687 2.09591
H 2.50918 -1.22779 0.65059
H -2.71038 -0.27700 3.20380
C 2.64136 -0.02342 -1.10231
H -2.73014 1.03218 -1.25364
H 2.10405 0.00897 4.92008
H 0.58590 3.87992 -3.55953
C 1.51654 -0.02980 4.00215
O -3.92683 2.13204 3.41932
H -1.59036 0.96523 -2.62235
C 2.37835 -1.20495 -0.42318
H -0.49591 -1.24096 -3.09161
C -0.48288 -2.19178 1.50922
C 1.97600 -2.32614 -1.12090
O -0.32235 -0.56272 5.42301
H -1.51236 4.80643 -2.50501
H -1.05594 -2.67616 -2.21744
N 1.42209 -3.39919 -3.21394
H -1.93252 4.17014 -0.08813
S 3.18357 1.39073 -0.18349
H -2.81724 -3.19598 1.13351
H 1.64874 -3.41973 -4.19387
C -2.82130 1.80902 3.02771
H 1.57023 -4.28095 -2.75281
C -0.80789 4.21316 -1.94300
H 1.95560 1.92431 3.58234
N -0.14783 3.17686 0.07156
C -2.38381 0.42327 -2.08723
H -1.98397 -3.88801 -0.26642
C -2.37725 -2.96239 0.16243
C -1.23391 -0.86150 -0.39651
N 1.78520 2.08164 0.29425
C 2.08754 -1.07322 -3.17796
C 2.48718 0.04976 -2.47740
N -1.95905 -0.88059 -1.59699
H -1.05419 -2.06134 2.43068
H 1.97327 -1.03236 -4.25520
H -2.11450 -1.90578 -3.41238
N -0.77319 0.49259 3.43612
Ir -0.03164 1.55348 1.68905
C 0.04338 -0.04184 4.38376
H -0.41545 0.80483 -0.83587
H -3.14994 -2.56832 -0.48975
C 1.01083 2.79146 -0.54124
O 3.79560 0.88797 1.02867
H -2.41281 0.53426 4.75830
H 1.71985 -0.98627 3.51548
O 3.96051 2.24457 -1.02695
C -2.17661 0.54569 3.69744
H 2.68327 0.99048 -2.97607
N 1.25347 3.00104 -1.84319
H 2.64577 0.90980 2.51127
H 1.77630 -3.25209 -0.59359
H -0.08062 -3.20696 1.48858
N 1.81163 1.05445 3.08073

No. 2
7
Properties=species:S:1:pos:R:3 method="wB97M-V/def2-TZVPD" total_charge=0 e_homo_ev=-9.9919 gap_ev=9.57 smiles="O=[S@H](S)=NF" lumo_ev=-0.426
N 0.66001 0.93758 -0.15569
F 2.05357 0.89928 -0.05419
S -1.81348 -0.21681 -0.61657
H -0.31679 -0.49830 1.60266
H -1.40191 0.97931 -1.03344
O 0.75977 -1.66197 0.01442
S 0.05882 -0.43909 0.24282

No. 3
41
Properties=species:S:1:pos:R:3 method="wB97M-V/def2-TZVPD" total_charge=0 e_homo_ev="-6.4469 / -6.9623" gap_ev="6.01 / 4.43" spin_multiplicity=5 lumo_ev="-0.433 / -2.528"
N -2.17901 -0.02209 5.44473
C 1.09284 -0.17847 -5.20613
C -0.27485 -0.34249 -3.17075
H 0.72617 2.26304 -0.34610
C -0.59434 1.05782 -3.31021
H 2.56748 1.51909 1.47945
H 1.27405 1.06720 3.83006
C -1.62355 -0.61769 -1.06053
C 1.50971 1.64367 1.66327
H -1.37662 1.48036 3.40519
H 1.00078 -1.92461 -3.92889
C 0.66982 1.16094 -5.37520
S 0.55199 0.02293 6.16807
C 0.73058 -1.44901 2.97530
H 1.26796 -2.16711 -0.27551
C 1.64116 -1.59287 1.86054
C -0.74576 2.05998 1.33491
C 0.54293 2.06785 0.70918
H -1.50039 -1.86370 3.11797
C 0.63406 -0.90972 -4.12249
C -0.73648 -1.12903 -2.13362
C -0.57990 -1.88205 2.53879
H 2.70651 -1.40215 1.88077
H -1.68663 2.25643 0.85249
C -1.01827 -0.00292 5.75194
H -0.45512 2.81440 -4.52677
H -2.25021 0.20429 -1.43426
O -1.07851 0.07596 0.15889
H -2.26604 -1.38276 -0.61238
H 0.96913 1.72326 -6.25911
H -1.15774 1.54005 -2.50256
Ir 0.15565 -0.06812 1.53627
C 0.81974 1.37282 2.89913
H 1.76735 -0.63121 -5.93617
H -1.30318 -2.57975 0.55055
C -0.58145 1.65424 2.69643
C -0.47276 -2.23834 1.16325
H 1.00459 -1.14316 3.98423
C 0.87583 -2.04023 0.73250
H -0.47761 -2.18329 -2.11668
C -0.14991 1.76644 -4.41655

No. 4
67
Properties=species:S:1:pos:R:3 method="wB97M-V/def2-TZVPD" total_charge=0 e_homo_ev=-7.9757 gap_ev=7.90 smiles="CN1C(=O)[C@@H](Cc2ccccc2)N(/C=C/[C@H](c2ccc(C#N)cc2)[C@H]2C=Cc3ccccc32)C1(C)C" lumo_ev=-0.078
H -4.85985 0.33420 -2.08473
H -0.43485 -1.12473 -1.62347
C 1.37615 -3.93795 -0.82239
C 1.47274 0.34804 0.36983
C 4.26984 0.95119 -0.05072
C 2.28803 -1.70998 -0.89062
H 0.65216 -5.96986 -0.80317
C 7.98360 0.65359 0.29925
H -2.18412 -2.91188 -1.96282
C -2.19039 0.89069 0.78602
C 6.58969 0.34409 0.38193
H 3.36799 -4.89703 -0.29877
H 1.85433 1.32238 0.03433
C -0.88243 -4.54707 -1.39881
H -0.25251 -0.83318 0.70161
H 3.58998 1.61573 -0.64200
N 9.13120 0.88793 0.25773
H 4.51725 -2.07812 1.58986
H 2.35229 -0.82286 -1.59893
H 1.29281 2.48218 1.66533
C -5.22886 0.01902 -1.10115
H -6.51023 -1.19645 2.39709
C -6.16453 -0.82882 1.41146
C -2.81250 -0.01856 -0.26583
H 4.47783 -2.55718 -1.11079
O -4.04392 2.54612 1.00287
C 0.13794 0.17465 0.61491
N -1.84262 3.19536 0.62000
C 2.82006 -3.99935 -0.59937
H 0.73266 4.14812 1.28242
C -1.18342 -3.17123 -1.63337
C 6.18287 -0.89594 0.92172
C -2.85859 2.30554 0.78841
C 4.83626 -1.13558 1.12921
C -2.06823 4.61802 0.55485
H -0.73661 2.82404 -1.70296
H -1.56457 -5.33587 -1.78648
C 0.02344 3.03385 -0.93352
C -6.61665 -0.05364 -0.86610
C -4.30539 -0.24209 -0.07334
H -4.05660 -0.99887 1.91964
H 2.26297 -1.56099 1.16306
H -8.15982 -0.60788 0.57836
C 1.05908 -2.57081 -1.07810
H 0.92251 2.45378 -1.16319
C 0.41358 3.13026 1.55901
H -2.65100 0.44782 -1.25571
H 5.92858 2.19984 -0.61418
N -0.80403 1.16432 0.53040
C 2.45310 -0.75555 0.42401
C -4.78555 -0.72975 1.15072
H -7.34203 0.19650 -1.66700
C 3.88096 -0.24670 0.58307
C 5.63165 1.26568 -0.09654
C 0.37507 -4.90997 -0.91257
C -0.20243 -2.17954 -1.47458
H 6.91557 -1.67855 1.10193
H -2.25701 0.42368 1.79115
C -0.51541 2.60884 0.44342
H -3.12166 4.83044 0.64904
H -1.50723 5.12338 1.33489
C -7.08055 -0.52210 0.38325
C 3.37258 -2.76617 -0.90154
H -1.70590 5.00963 -0.38690
H -0.15664 3.15612 2.50249
H 0.26892 4.10830 -0.88907
H -2.34748 -1.01910 -0.23454

The records above yield energy relative to the best compared isomer or geometry (same formula, charge and spin) values of 5.7 22.9 24.6 12.0 kcal/mol, respectively.